{
  "formula": "C5H11N",
  "method": "ωB97M-V/def2-TZVPD",
  "energy_ha": -251.80895,
  "de_lowest_kcal_mol": 33.6,
  "spin_multiplicity": 1,
  "smiles": "C=C(CC)NC",
  "homo_ev": -7.88,
  "symbols": ["C", "H", "H", "H", "H", "H", "H", "H", "C", "C", "C", "H", "N", "H", "H", "C", "H"],
  "xyz": [[-0.30, -1.55, 1.33], [0.02, -0.94, 2.17], [2.67, 0.74, 0.21], [-0.79, 1.84, 0.13], [-2.29, -0.23, -0.88], [-2.04, 1.31, -1.66], [-0.95, -0.20, -1.98], [0.15, -1.64, -0.74], [0.62, 0.35, -0.12], [0.57, -1.14, 0.15], [1.68, 1.14, 0.11], [-1.38, -1.49, 1.23], [-0.68, 0.90, -0.19], [1.43, 2.14, 0.45], [1.57, -1.54, 0.11], [-1.52, 0.43, -1.30], [-0.01, -2.58, 1.53]]
}